Entry 1:
Density functional theory data (ωB97M-V/def2-TZVPD) for CHBr2NO as an isolated structure.

```
! RIJCOSX wB97M-V def2-TZVPD def2/J DEFGRID3
* xyz 0 1
C -0.620 1.355 -0.538
N 0.143 0.786 -1.474
O 1.256 1.175 -1.773
Br -2.473 1.219 -0.547
Br 0.079 2.847 0.517
H -0.231 -0.573 -0.087
*
```

Summary:
M (g mol⁻¹): 202.83
HOMO (spin up / spin down) (eV): -9.430 / -9.430
E (eV): -144669.1762
Gap between HOMO and LUMO (spin up / spin down) (eV): 7.1 / 7.1



Entry 2:
Density functional theory data (ωB97M-V/def2-TZVPD) for a 2-piece molecular cluster, C3H8NO3 overall.

```
! RIJCOSX wB97M-V def2-TZVPD def2/J DEFGRID3
* xyz -1 1
C -0.710 1.074 0.259
C -0.188 0.348 -0.995
C 0.065 -1.164 -0.608
O -0.095 -1.976 -1.520
O 0.563 -1.439 0.538
N -1.596 2.222 -0.104
H -1.306 0.286 1.096
H 0.107 1.555 0.897
H -0.818 0.569 -1.948
H 0.817 0.636 -1.346
H -2.445 1.922 -0.595
H -1.097 2.844 -0.686
H 1.225 -0.289 1.296
H 2.242 -0.367 2.205
O 1.713 0.382 1.965
*
```

Summary:
M (g mol⁻¹): 106.10
HOMO (eV): -4.421
E (eV): -10874.1734
Gap between HOMO and LUMO (eV): 8.5



Entry 3:
Density functional theory data (ωB97M-V/def2-TZVPD) for one molecule with the formula C4H8ClNS.

```
! RIJCOSX wB97M-V def2-TZVPD def2/J DEFGRID3
* xyz 0 1
C -0.435 0.813 0.237
C 0.344 -0.691 0.088
C -2.573 0.002 0.829
C 0.970 -0.622 -1.283
N -1.528 0.697 1.124
S -0.702 -2.069 0.368
Cl -3.311 0.171 -0.722
H 0.139 1.541 0.776
H -0.820 1.183 -0.807
H 1.047 -0.825 0.875
H -3.315 -0.505 1.588
H 0.101 -0.670 -1.998
H 1.456 -1.569 -1.655
H 1.543 0.277 -1.296
H -1.210 0.472 2.075
*
```

Summary:
M (g mol⁻¹): 137.64
HOMO (spin up / spin down) (eV): -7.384 / -7.384
E (eV): -29122.8204
Gap between HOMO and LUMO (spin up / spin down) (eV): 7.1 / 7.1



Entry 4:
Density functional theory data (ωB97M-V/def2-TZVPD) for a 2-piece molecular cluster, C2H3ClN2 overall.

```
! RIJCOSX wB97M-V def2-TZVPD def2/J DEFGRID3
* xyz 0 1
C -0.457 -0.154 0.346
C 0.657 0.425 -0.417
N -1.830 -0.040 -0.094
N -1.291 -1.153 -0.177
Cl 2.073 -0.626 -0.247
H -0.350 -0.371 1.951
H 0.839 1.437 0.061
H 0.360 0.481 -1.423
*
```

Summary:
M (g mol⁻¹): 90.51
HOMO (eV): -10.713
E (eV): -17620.8447
Gap between HOMO and LUMO (eV): 10.8



Entry 5:
Density functional theory data (ωB97M-V/def2-TZVPD) for a 2-piece molecular cluster, C15H22BrN2O overall.

```
! RIJCOSX wB97M-V def2-TZVPD def2/J DEFGRID3
* xyz 1 1
C 1.659 2.766 -0.082
C 1.723 2.207 -1.511
C 1.300 0.730 -1.703
C 0.668 0.561 -3.109
C 0.278 0.290 -0.675
C -0.875 1.048 -0.579
C -1.884 0.773 0.366
N -2.993 1.578 0.433
C -3.849 1.233 1.351
C -3.700 0.100 2.190
N -2.669 -0.695 2.126
C -1.715 -0.335 1.206
C -0.551 -1.126 1.093
C 0.447 -0.854 0.173
C 1.630 -1.799 0.087
C 2.758 -1.595 1.098
C 2.313 -1.467 2.540
Br 3.915 -0.093 0.647
H 1.751 2.006 0.686
H 2.424 3.513 0.104
H 0.689 3.234 0.072
H 1.088 2.841 -2.124
H 2.728 2.316 -1.911
H 2.175 0.093 -1.694
H -0.040 -0.266 -3.119
H 1.420 0.406 -3.877
H 0.097 1.444 -3.385
H -1.016 1.897 -1.229
H -4.731 1.848 1.473
H -4.472 -0.126 2.912
H -0.464 -1.992 1.734
H 2.058 -1.719 -0.908
H 1.234 -2.804 0.210
H 3.405 -2.461 1.016
H 1.688 -2.300 2.852
H 3.200 -1.486 3.168
H 1.830 -0.514 2.732
O -3.295 -2.493 -1.189
H -3.818 -2.018 -1.867
H -3.858 -2.801 -0.449
H -2.550 -1.937 -0.856
*
```

Summary:
M (g mol⁻¹): 326.26
HOMO (eV): -12.104
E (eV): -90974.2747
Gap between HOMO and LUMO (eV): 7.2



Entry 6:
Density functional theory data (ωB97M-V/def2-TZVPD) for C39H34GeIrN5 as an isolated structure.

```
! RIJCOSX wB97M-V def2-TZVPD def2/J DEFGRID3
* xyz 1 2
Ir 2.100 0.615 1.119
C 3.887 -2.039 -5.353
C 3.362 -1.255 -4.198
C 3.048 0.096 -4.346
C 2.535 0.822 -3.302
C 2.292 0.242 -2.034
N 1.804 0.996 -1.021
C 0.974 2.055 -1.265
C -0.095 1.907 -2.170
C -1.016 2.904 -2.368
C -0.924 4.112 -1.677
C -1.931 5.193 -1.893
C 0.121 4.274 -0.776
C 1.076 3.284 -0.572
N 2.153 3.594 0.282
C 2.676 4.829 0.430
C 3.647 4.762 1.403
C 3.658 3.425 1.803
N 2.757 2.730 1.115
C 2.655 -1.119 -1.874
C 3.185 -1.829 -2.944
N 2.482 -1.817 -0.665
C 2.152 -3.126 -0.574
C 2.309 -3.507 0.737
C 2.746 -2.357 1.396
N 2.831 -1.335 0.542
H 3.452 -1.679 -6.282
H 3.660 -3.095 -5.243
H 4.969 -1.930 -5.431
H 3.235 0.582 -5.293
H 2.329 1.876 -3.424
H -0.192 0.959 -2.675
H -1.835 2.739 -3.053
H -2.198 5.258 -2.946
H -1.552 6.156 -1.560
H -2.843 4.977 -1.337
H 0.189 5.189 -0.207
H 2.358 5.658 -0.167
H 4.250 5.563 1.774
H 4.278 2.956 2.544
H 3.489 -2.853 -2.787
H 1.804 -3.682 -1.421
H 2.150 -4.478 1.157
H 3.016 -2.233 2.426
C 0.202 0.245 2.007
Ge -1.335 -0.898 1.756
C -1.246 -2.416 3.053
C -2.264 -3.341 3.237
C -2.109 -4.389 4.130
C -0.923 -4.537 4.827
C 0.100 -3.621 4.650
C -0.071 -2.562 3.779
C -1.695 -1.670 -0.043
C -2.019 -0.821 -1.094
C -2.414 -1.325 -2.319
C -2.502 -2.695 -2.510
C -2.184 -3.552 -1.469
C -1.783 -3.041 -0.246
C -2.852 0.362 2.111
C -4.099 -0.099 2.497
C -5.115 0.799 2.775
C -4.887 2.160 2.671
C -3.648 2.624 2.262
C -2.636 1.726 1.977
H 0.070 0.835 2.919
H -3.187 -3.254 2.679
H -2.916 -5.090 4.283
H -0.799 -5.364 5.508
H 1.022 -3.733 5.198
H 0.706 -1.820 3.655
H -1.978 0.249 -0.936
H -2.674 -0.653 -3.125
H -2.824 -3.093 -3.462
H -2.265 -4.621 -1.608
H -1.551 -3.720 0.566
H -4.283 -1.160 2.588
H -6.082 0.428 3.080
H -5.674 2.857 2.910
H -3.463 3.684 2.171
H -1.667 2.085 1.653
*
```

Summary:
M (g mol⁻¹): 837.56
<S²>: 0.896
HOMO (spin up / spin down) (eV): -9.816 / -9.805
E (eV): -107790.3244
Gap between HOMO and LUMO (spin up / spin down) (eV): 5.6 / 5.6



Entry 7:
Density functional theory data (ωB97M-V/def2-TZVPD) for C38H54BiN5OSb as an isolated structure.

```
! RIJCOSX wB97M-V def2-TZVPD def2/J DEFGRID3
* xyz 1 1
Bi -0.057 2.573 0.508
C 4.139 -2.864 0.221
C 3.617 -3.815 1.100
C 2.524 -4.440 0.429
C 2.572 -4.048 -0.930
C 3.571 -3.115 -1.070
C 3.890 -2.302 -2.277
C 1.767 -4.671 -1.971
C 1.621 -5.372 1.108
C 4.064 -4.080 2.464
C 5.203 -1.883 0.624
H 4.641 -2.785 -2.898
H 4.179 -1.309 -2.015
H 2.977 -2.276 -2.947
H 0.709 -4.482 -1.754
H 1.910 -5.755 -2.192
H 1.980 -4.153 -2.968
H 0.710 -4.839 1.362
H 2.092 -5.660 2.004
H 1.318 -6.209 0.485
H 4.623 -3.211 2.879
H 4.758 -4.917 2.556
H 3.297 -4.366 3.240
H 5.266 -1.784 1.740
H 4.921 -0.866 0.329
H 6.214 -2.124 0.227
O -2.222 1.227 1.994
C -2.433 1.755 3.287
C -2.261 3.255 3.313
C -3.242 4.029 3.891
C -3.296 5.393 3.605
C -2.401 5.920 2.693
C -1.462 5.091 2.102
N -1.325 3.814 2.513
H -2.137 0.224 2.122
H -1.699 1.373 4.000
H -3.405 1.488 3.701
H -3.948 3.556 4.592
H -4.062 6.047 3.974
H -2.268 6.987 2.487
H -0.747 5.519 1.355
C -5.107 0.531 -1.203
C -4.037 1.241 -2.109
C -3.407 0.508 -3.231
C -4.210 -0.063 -4.184
C -3.668 -0.878 -5.225
C -2.292 -1.096 -5.333
C -1.450 -0.463 -4.394
C -0.029 -0.867 -4.213
C 0.390 -2.122 -4.985
C -1.956 0.458 -3.436
N -1.170 1.274 -2.701
C -0.455 2.268 -3.000
C 0.857 2.425 -2.455
C 1.778 3.386 -2.834
C 2.900 3.271 -2.032
C 2.574 2.236 -1.137
N 1.300 1.679 -1.311
H -5.247 1.156 -0.288
H -4.677 -0.463 -1.029
H -6.087 0.472 -1.691
H -3.282 1.698 -1.424
H -4.650 2.077 -2.545
H -5.312 0.096 -4.125
H -4.332 -1.443 -5.923
H -1.905 -1.837 -6.019
H 0.055 -1.085 -3.131
H 0.608 0.029 -4.453
H -0.074 -2.969 -4.500
H 1.446 -2.211 -5.131
H -0.164 -2.182 -5.995
H -0.801 3.028 -3.798
H 1.714 3.947 -3.773
H 3.903 3.698 -2.139
H 3.315 1.898 -0.449
C -4.805 -4.022 3.194
N -3.603 -3.240 2.757
C -2.664 -3.620 1.768
C -2.024 -2.465 1.470
N -2.413 -1.382 2.234
C -3.382 -1.856 2.961
H -4.514 -4.951 3.697
H -5.358 -4.347 2.290
H -5.354 -3.324 3.814
H -2.555 -4.626 1.383
H -1.396 -2.222 0.631
H -3.920 -1.245 3.759
C 4.323 3.450 1.390
Sb 2.230 3.512 2.025
C 1.989 5.597 2.610
C 2.809 2.592 3.859
H 4.783 4.245 1.963
H 4.549 3.592 0.267
H 4.736 2.492 1.661
H 1.562 6.126 1.775
H 2.925 6.045 2.923
H 1.249 5.702 3.418
H 2.120 1.816 4.113
H 2.818 3.327 4.662
H 3.769 2.187 3.692
*
```

Summary:
M (g mol⁻¹): 927.62
HOMO (spin up / spin down) (eV): -8.771 / -8.663
E (eV): -62145.1059
Gap between HOMO and LUMO (spin up / spin down) (eV): 4.3 / 5.5



Entry 8:
Density functional theory data (ωB97M-V/def2-TZVPD) for one molecule with the formula C32H32F3N3O2.

```
! RIJCOSX wB97M-V def2-TZVPD def2/J DEFGRID3
* xyz 0 1
C 4.461 -5.343 3.052
O 4.781 -3.940 3.122
C 3.899 -3.064 2.575
C 4.300 -1.706 2.548
C 3.529 -0.791 1.860
C 2.348 -1.182 1.226
C 1.523 -0.150 0.445
C 0.038 -0.300 0.742
C -0.911 0.662 0.499
N -2.207 0.429 0.163
C -3.071 1.534 -0.263
C -3.451 2.498 0.869
C -4.456 3.555 0.457
C -5.696 3.629 1.097
C -6.658 4.539 0.661
C -6.365 5.407 -0.399
C -5.105 5.370 -1.006
C -4.144 4.451 -0.573
C -4.283 0.793 -0.833
O -5.255 1.284 -1.400
N -4.092 -0.542 -0.605
C -5.058 -1.529 -1.035
C -2.786 -0.905 -0.071
C -1.984 -1.713 -1.093
C -2.974 -1.691 1.233
C 1.757 -0.281 -1.060
C 0.882 0.642 -1.787
N 0.146 1.343 -2.364
C 3.211 -0.044 -1.495
C 4.075 -1.133 -1.614
C 5.410 -0.942 -1.946
C 5.865 0.365 -2.113
C 7.338 0.590 -2.303
F 7.606 1.739 -2.991
F 7.940 -0.430 -2.988
F 7.979 0.693 -1.089
C 5.005 1.454 -2.088
C 3.663 1.240 -1.775
C 1.930 -2.512 1.290
C 2.663 -3.453 2.008
H 5.345 -5.831 3.465
H 3.575 -5.574 3.663
H 4.293 -5.673 2.014
H 5.223 -1.416 3.042
H 3.837 0.256 1.795
H 1.890 0.850 0.751
H -0.246 -1.187 1.313
H -0.652 1.722 0.567
H -2.585 2.094 -1.084
H -3.863 1.908 1.704
H -2.519 2.967 1.220
H -5.903 2.938 1.919
H -7.633 4.564 1.145
H -7.119 6.109 -0.751
H -4.863 6.049 -1.825
H -3.157 4.403 -1.037
H -5.956 -1.015 -1.394
H -4.651 -2.152 -1.845
H -5.326 -2.190 -0.200
H -1.861 -1.122 -2.012
H -0.996 -1.952 -0.687
H -2.520 -2.644 -1.312
H -3.725 -1.187 1.855
H -3.326 -2.701 0.995
H -2.040 -1.764 1.792
H 1.515 -1.316 -1.347
H 3.685 -2.135 -1.432
H 6.069 -1.792 -2.081
H 5.369 2.452 -2.324
H 2.973 2.085 -1.750
H 1.012 -2.831 0.789
H 2.304 -4.481 2.096
*
```

Summary:
M (g mol⁻¹): 547.62
HOMO (eV): -7.693
E (eV): -50421.0058
Gap between HOMO and LUMO (eV): 8.1
SMILES string: COc1ccc([C@H](/C=C/N2[C@H](Cc3ccccc3)C(=O)N(C)C2(C)C)[C@@H](C#N)c2ccc(C(F)(F)F)cc2)cc1



Entry 9:
Density functional theory data (ωB97M-V/def2-TZVPD) for C4H8N2S as an isolated structure.

```
! RIJCOSX wB97M-V def2-TZVPD def2/J DEFGRID3
* xyz 0 1
C -2.295 -0.079 0.234
C 1.264 -1.110 0.481
C 1.891 0.261 -0.117
C -0.296 0.965 -0.534
H -2.756 0.751 -0.857
H -2.342 0.512 1.616
H -2.890 -1.122 0.130
H 2.110 -1.877 0.378
H 0.875 -0.664 1.447
H 2.582 0.091 -1.050
H 2.539 0.696 0.745
H -0.713 1.966 -0.998
N -0.985 -0.257 -0.338
N 0.962 1.287 -0.411
S 0.054 -1.420 -0.725
*
```

Summary:
M (g mol⁻¹): 116.19
HOMO (eV): -8.391
E (eV): -18087.2157
Gap between HOMO and LUMO (eV): 8.9



Entry 10:
Density functional theory data (ωB97M-V/def2-TZVPD) for one molecule with the formula C4H9NOS.

```
! RIJCOSX wB97M-V def2-TZVPD def2/J DEFGRID3
* xyz 0 1
C -0.435 -0.854 -1.262
C -0.032 -0.021 -0.044
C -0.324 -0.744 1.338
N -0.787 1.168 -0.006
C 1.551 0.155 -0.151
O 2.245 -0.785 -0.391
S 2.268 1.798 0.407
H -0.565 -0.038 -2.182
H 0.208 -1.714 -1.686
H -1.531 -1.285 -0.884
H 0.270 -0.054 2.036
H 0.182 -1.790 1.456
H -1.415 -0.730 1.534
H -0.918 1.605 -0.937
H -1.652 1.158 0.433
H 0.936 2.131 0.341
*
```

Summary:
M (g mol⁻¹): 119.19
HOMO (eV): -9.281
E (eV): -18665.5365
Gap between HOMO and LUMO (eV): 10.0
SMILES string: CC(C)(N)C(=O)S



Entry 11:
Density functional theory data (ωB97M-V/def2-TZVPD) for C35H50BBeF4N4O5 as an isolated structure.

```
! RIJCOSX wB97M-V def2-TZVPD def2/J DEFGRID3
* xyz 1 1
Be 7.841 -22.141 -13.730
B 5.714 -23.597 -12.276
F 5.496 -24.954 -12.180
F 4.743 -22.883 -11.592
F 6.951 -23.287 -11.735
F 5.696 -23.196 -13.611
N 8.714 -24.599 -14.110
C 10.086 -24.884 -14.008
C 10.615 -26.090 -14.222
C 9.796 -27.187 -14.518
C 8.439 -26.975 -14.465
C 7.855 -25.687 -14.302
H 10.779 -24.108 -13.720
H 11.677 -26.280 -14.256
H 10.229 -28.159 -14.706
H 7.886 -27.860 -14.745
H 6.785 -25.536 -14.318
N 2.099 -27.575 -13.603
C 1.134 -27.520 -14.500
C 0.747 -26.369 -15.261
C 1.336 -25.186 -14.981
C 2.355 -25.141 -14.003
C 2.714 -26.371 -13.338
H 0.668 -28.471 -14.715
H -0.062 -26.595 -15.940
H 0.930 -24.262 -15.367
H 2.789 -24.187 -13.742
H 3.521 -26.501 -12.633
N 7.991 -20.032 -12.080
C 8.286 -18.823 -12.623
C 8.532 -17.606 -11.865
C 8.351 -17.704 -10.519
C 8.029 -18.937 -9.905
C 7.786 -20.062 -10.773
H 8.244 -18.676 -13.692
H 8.760 -16.689 -12.389
H 8.472 -16.898 -9.810
H 8.030 -19.103 -8.838
H 7.514 -21.020 -10.354
N 6.418 -22.987 -16.110
C 6.445 -21.947 -16.974
C 5.933 -21.943 -18.290
C 5.303 -23.111 -18.722
C 5.095 -24.137 -17.797
C 5.567 -23.997 -16.535
H 7.205 -21.186 -16.871
H 6.253 -21.126 -18.919
H 5.102 -23.254 -19.773
H 4.639 -25.047 -18.160
H 5.495 -24.805 -15.822
C 11.937 -22.996 -11.563
C 10.540 -22.881 -11.100
O 9.531 -22.573 -11.788
C 10.388 -23.142 -9.630
H 11.902 -22.485 -12.525
H 12.211 -24.045 -11.672
H 12.638 -22.447 -10.935
H 10.759 -22.279 -9.077
H 10.924 -24.019 -9.266
H 9.337 -23.206 -9.347
C 5.379 -24.544 -8.151
C 5.593 -23.083 -8.375
O 6.740 -22.612 -8.357
C 4.432 -22.181 -8.558
H 6.332 -24.992 -7.869
H 5.092 -25.005 -9.096
H 4.596 -24.614 -7.396
H 3.580 -22.821 -8.328
H 4.427 -21.701 -9.537
H 4.523 -21.454 -7.751
C 9.925 -28.435 -10.603
C 9.617 -26.955 -10.510
O 10.560 -26.152 -10.769
C 8.270 -26.459 -10.106
H 10.642 -28.678 -11.386
H 8.944 -28.873 -10.787
H 10.097 -28.685 -9.556
H 7.612 -27.310 -9.927
H 7.961 -26.110 -11.091
H 8.352 -25.688 -9.340
C 2.193 -25.009 -10.158
C 1.701 -25.158 -8.729
O 1.455 -24.180 -8.036
C 1.841 -26.529 -8.020
H 3.149 -25.515 -10.295
H 2.493 -24.043 -10.566
H 1.516 -25.549 -10.820
H 2.683 -27.137 -8.351
H 0.919 -27.093 -8.161
H 1.948 -26.292 -6.961
C 4.752 -18.398 -14.375
C 4.899 -19.873 -14.251
O 6.026 -20.381 -14.349
C 3.574 -20.563 -13.934
H 5.745 -17.971 -14.516
H 4.235 -17.946 -13.528
H 4.166 -18.058 -15.229
H 2.796 -20.556 -14.697
H 3.148 -20.254 -12.979
H 3.702 -21.631 -13.755
*
```

Summary:
M (g mol⁻¹): 702.62
HOMO (eV): -10.922
E (eV): -65247.6144
Gap between HOMO and LUMO (eV): 5.9



Entry 12:
Density functional theory data (ωB97M-V/def2-TZVPD) for one molecule with the formula C4H7N3.

```
! RIJCOSX wB97M-V def2-TZVPD def2/J DEFGRID3
* xyz 0 1
C 0.906 -0.996 -2.136
C 0.551 -0.184 -0.932
C -0.080 -0.561 0.228
N -0.246 0.593 0.913
C -1.023 0.817 2.113
N 0.256 1.625 0.230
N 0.745 1.163 -0.879
H 1.373 -0.349 -2.883
H 1.593 -1.814 -1.901
H 0.005 -1.432 -2.581
H -0.414 -1.515 0.609
H -1.007 1.888 2.313
H -0.604 0.271 2.961
H -2.054 0.495 1.944
*
```

Summary:
M (g mol⁻¹): 97.12
HOMO (eV): -9.331
E (eV): -8730.9167
Gap between HOMO and LUMO (eV): 10.2
SMILES string: Cc1cn(C)nn1